Molecular formula: ClH2NOS2
Method: DFT, wB97M-V/def2-TZVPD

For the energy relative to the best compared isomer or geometry (same formula, charge and spin), the calculation gives 16.52 kcal per mole. The calculation puts the HOMO-LUMO gap at 8.5 eV. Its HOMO energy is -9.055 eV. As for the LUMO energy: -0.6 eV. For the molar mass, the calculation gives 131.6 g mol⁻¹.

Structure (ORCA input):
```
! RIJCOSX wB97M-V def2-TZVPD def2/J DEFGRID3
* xyz 0 1
N 1.11237 -0.27030 -0.20948
O 0.27379 1.93323 0.69882
S -2.09305 0.21738 0.33156
S -0.02474 1.04442 -0.36332
Cl -2.52926 -1.75355 0.12588
H 1.26973 -0.89890 -1.07034
H 1.99116 -0.27228 0.48687
*
```

These are the natural (NBO) partial charges, in e, on atoms 1 to 4: number 1, N, carries -1.12; number 2, O, carries -0.89; number 3, S, carries -0.11; number 4, S, carries 1.41

Molecular formula: ClH2NOS2
Method: DFT, wB97M-V/def2-TZVPD

For the energy relative to the best compared isomer or geometry (same formula, charge and spin), the calculation gives 13.12 kcal per mole. The calculation puts the HOMO-LUMO gap (spin up / spin down) at 10.0 / 5.4 eV. Its HOMO energy (spin up / spin down) is -9.581 / -9.306 eV. As for the LUMO energy (spin up / spin down): 0.5 / -4.0 eV. For the molar mass, the calculation gives 131.6 g mol⁻¹.

Structure (ORCA input):
```
! RIJCOSX wB97M-V def2-TZVPD def2/J DEFGRID3
* xyz 0 3
N 1.11171 0.40470 0.05694
O -0.02483 -1.88023 0.65647
S -0.34426 -0.87718 -2.07170
S -0.29090 -0.67735 -0.05614
Cl -2.72191 1.38973 0.98745
H 0.73797 1.10158 -0.55972
H 1.53222 0.53875 0.98670
*
```

These are the natural (NBO) partial charges, in e, on atoms 1 to 4: number 1, N, carries -1.05; number 2, O, carries -0.89; number 3, S, carries 0.00; number 4, S, carries 1.29

Molecular formula: ClH2O2PS
Method: DFT, wB97M-V/def2-TZVPD

For the energy relative to the best compared isomer or geometry (same formula, charge and spin), the calculation gives 46.19 kcal per mole. The calculation puts the HOMO-LUMO gap at 9.5 eV. Its HOMO energy is -10.664 eV. As for the LUMO energy: -1.1 eV. For the molar mass, the calculation gives 132.5 g mol⁻¹. As for the SMILES: O=P(=S)Cl.O.

Structure (ORCA input):
```
! RIJCOSX wB97M-V def2-TZVPD def2/J DEFGRID3
* xyz 0 1
O 2.00064 2.03251 0.11113
P 0.81132 1.49107 0.73356
S -0.98314 1.42518 0.07658
Cl 1.18362 0.68637 2.67314
O -0.63279 -1.93148 -1.08182
H -1.20835 -1.23761 -0.97856
H -1.17130 -2.46603 -1.53403
*
```

These are the natural (NBO) partial charges, in e, on atoms 1 to 4: number 1, O, carries -0.95; number 2, P, carries 1.59; number 3, S, carries -0.39; number 4, Cl, carries -0.24

Molecular formula: ClH2O3PS
Method: DFT, wB97M-V/def2-TZVPD

For the energy relative to the best compared isomer or geometry (same formula, charge and spin), the calculation gives 57.00 kcal per mole. The calculation puts the HOMO-LUMO gap at 10.2 eV. Its HOMO energy is -10.106 eV. As for the LUMO energy: 0.1 eV. For the molar mass, the calculation gives 148.5 g mol⁻¹. As for the SMILES: S=P1(Cl)OO1.O.

Structure (ORCA input):
```
! RIJCOSX wB97M-V def2-TZVPD def2/J DEFGRID3
* xyz 0 1
S 1.81707 2.21388 -0.92270
P 1.38485 0.65781 0.05339
Cl 1.03240 -1.02885 -0.94963
O 0.62445 0.79686 1.44690
O 2.01313 0.40558 1.49313
O -2.04810 -0.83323 -0.63988
H -1.91409 -0.97446 0.26749
H -2.90971 -1.23759 -0.74870
*
```

These are the natural (NBO) partial charges, in e, on atoms 1 to 4: number 1, S, carries -0.42; number 2, P, carries 1.58; number 3, Cl, carries -0.15; number 4, O, carries -0.50

Molecular formula: ClH2OP
Method: DFT, wB97M-V/def2-TZVPD

For the energy relative to the best compared isomer or geometry (same formula, charge and spin), the calculation gives 65.35 kcal per mole. The calculation puts the HOMO-LUMO gap at 8.6 eV. Its HOMO energy is -9.494 eV. As for the LUMO energy: -0.9 eV. For the molar mass, the calculation gives 84.4 g mol⁻¹. As for the SMILES: O=P.Cl.

Structure (ORCA input):
```
! RIJCOSX wB97M-V def2-TZVPD def2/J DEFGRID3
* xyz 0 1
O -1.60222 -0.85948 -0.43211
P -0.38983 -1.02698 0.27940
H -0.79475 -0.69408 1.87742
Cl 3.28203 -0.21269 -0.32238
H 4.61120 -0.01138 0.50858
*
```

These are the natural (NBO) partial charges, in e, on atoms 1 to 4: number 1, O, carries -0.98; number 2, P, carries 1.20; number 3, H, carries -0.22; number 4, Cl, carries -0.33

Molecular formula: ClH2OPS
Method: DFT, wB97M-V/def2-TZVPD

For the energy relative to the best compared isomer or geometry (same formula, charge and spin), the calculation gives 63.98 kcal per mole. The calculation puts the HOMO-LUMO gap (spin up / spin down) at 8.5 / 8.5 eV. Its HOMO energy (spin up / spin down) is -9.599 / -9.596 eV. As for the LUMO energy (spin up / spin down): -1.1 / -1.1 eV. For the molar mass, the calculation gives 116.5 g mol⁻¹.

Structure (ORCA input):
```
! RIJCOSX wB97M-V def2-TZVPD def2/J DEFGRID3
* xyz 0 1
O -0.20324 1.49218 0.49436
P 1.44392 -0.19400 0.98653
S 0.91496 -1.82534 -0.10141
Cl 2.66864 0.67687 -0.37676
H 0.50272 2.06132 0.21004
H 0.10905 -2.23934 0.84121
*
```

These are the natural (NBO) partial charges, in e, on atoms 1 to 4: number 1, O, carries -0.94; number 2, P, carries 0.84; number 3, S, carries -0.21; number 4, Cl, carries -0.27

Molecular formula: ClH3N2S
Method: DFT, wB97M-V/def2-TZVPD

For the energy relative to the best compared isomer or geometry (same formula, charge and spin), the calculation gives 43.11 kcal per mole. The calculation puts the HOMO-LUMO gap (spin up / spin down) at 6.8 / 6.8 eV. Its HOMO energy (spin up / spin down) is -8.034 / -8.034 eV. As for the LUMO energy (spin up / spin down): -1.3 / -1.3 eV. For the molar mass, the calculation gives 98.6 g mol⁻¹.

Structure (ORCA input):
```
! RIJCOSX wB97M-V def2-TZVPD def2/J DEFGRID3
* xyz 0 1
N -0.50039 -0.50764 0.82918
N 0.32563 0.30359 0.35408
S 2.01367 0.93209 2.38305
Cl 2.12555 -0.93267 3.25319
H -0.17837 -1.43179 0.97146
H -1.13195 -0.12330 1.42622
H 1.19567 -0.21008 -0.08251
*
```

These are the natural (NBO) partial charges, in e, on atoms 1 to 4: number 1, N, carries -0.44; number 2, N, carries -0.23; number 3, S, carries -0.23; number 4, Cl, carries -0.24

Molecular formula: ClH3N2S
Method: DFT, wB97M-V/def2-TZVPD

For the energy relative to the best compared isomer or geometry (same formula, charge and spin), the calculation gives 13.79 kcal per mole. The calculation puts the HOMO-LUMO gap at 9.5 eV. Its HOMO energy is -9.508 eV. As for the LUMO energy: 0.0 eV. For the molar mass, the calculation gives 98.6 g mol⁻¹. As for the SMILES: [H]/N=N/[H].SCl.

Structure (ORCA input):
```
! RIJCOSX wB97M-V def2-TZVPD def2/J DEFGRID3
* xyz 0 1
H 0.83554 0.83592 -1.56788
N 1.16773 0.49965 -0.64566
N 0.91938 -0.70479 -0.53793
H 1.24839 -1.04701 0.38266
S -1.94961 1.77969 1.36307
Cl -3.87816 2.30661 1.70094
H -2.16575 0.47127 1.20720
*
```

These are the natural (NBO) partial charges, in e, on atoms 1 to 4: number 1, H, carries 0.31; number 2, N, carries -0.30; number 3, N, carries -0.31; number 4, H, carries 0.30